(1)
# C47H46BrCoN5OSi

A molecular structure, C47H46BrCoN5OSi in a non-equilibrium geometry (ωB97M-V/def2-TZVPD, the Open Molecules 2025 dataset).

Calculated values
**Orbital gap (spin up / spin down)**: 5.02 / 5.21 eV
**⟨S²⟩**: 3.973
**Relative energy (zero: lowest compared OMol25 entry of this formula, charge and spin)**: 404.6 kJ/mol
**E_tot**: -174527.950 eV
**Multiplicity**: 4

The geometry in XYZ format:
```
102
Properties=species:S:1:pos:R:3:lowdin_charge:R:1
Co -1.1036 0.6923 -0.6538 0.68
C -1.1832 2.8826 -3.0911 -0.11
N -0.2181 1.8615 -2.5585 -0.18
C 0.9881 2.5397 -2.0217 -0.12
C 0.5568 3.3032 -0.7780 -0.25
C 1.3521 4.2897 -0.1921 -0.02
C 0.8589 5.0220 0.8800 -0.06
C -0.4163 4.7413 1.3591 -0.06
C -1.1212 3.6924 0.7637 -0.12
N -0.6426 2.9863 -0.2596 0.06
C 0.1304 0.9740 -3.6834 -0.11
C -0.0437 -0.4888 -3.3150 -0.24
C 0.7117 -1.4215 -4.0259 -0.02
C 0.5400 -2.7528 -3.7176 -0.06
C -0.3687 -3.1161 -2.7229 -0.05
C -1.0832 -2.1277 -2.0663 -0.10
N -0.9361 -0.8249 -2.3809 0.07
C -2.5816 2.3118 -2.8877 -0.26
C -3.5493 2.4028 -3.8982 -0.01
C -4.8671 1.9611 -3.6476 -0.07
C -5.1621 1.4221 -2.4315 -0.03
C -4.1045 1.1650 -1.4076 -0.26
N -2.7624 1.7350 -1.7054 0.10
H -1.0081 3.0717 -4.1649 0.12
H -1.0724 3.8405 -2.5639 0.13
H 1.3803 3.2457 -2.7771 0.14
H 1.7735 1.8063 -1.7613 0.12
H 2.3511 4.4921 -0.5991 0.12
H 1.4710 5.7991 1.3662 0.12
H -0.8528 5.3095 2.2028 0.12
H -2.0777 3.3580 1.1598 0.12
H 1.1831 1.1276 -3.9744 0.13
H -0.4880 1.1815 -4.5725 0.13
H 1.4107 -1.0851 -4.7904 0.12
H 1.1508 -3.5075 -4.2268 0.12
H -0.4751 -4.1652 -2.4280 0.12
H -1.7700 -2.3688 -1.2487 0.11
H -3.2966 2.8631 -4.8621 0.11
H -5.6144 2.0126 -4.4551 0.12
H -6.1742 1.0460 -2.2016 0.10
H -4.4110 1.6262 -0.4352 0.17
Br -5.9634 -1.8632 -2.1958 0.74
C -5.0356 -1.0853 -0.7484 -0.67
C -5.4582 -1.2008 0.5335 -0.15
C -4.5731 -0.7751 1.5548 -0.12
C -3.2848 -0.3802 1.2349 -0.19
N -2.8189 -0.2853 -0.0186 -0.03
C -3.8270 -0.2888 -1.1089 -0.37
H -6.4541 -1.5986 0.7968 0.11
H -4.9570 -0.7205 2.5780 0.09
H -2.5428 -0.1836 2.0439 0.09
H -3.4030 -0.6780 -2.0328 0.10
C -0.8430 2.3963 4.2985 -0.04
C -0.0706 1.1534 3.7970 -0.62
C -0.5697 -0.1503 4.4657 -0.03
C 1.4438 1.3314 3.9864 -0.04
C -0.3983 1.0096 2.4134 -0.10
C -0.7347 0.8215 1.2246 -0.02
H -0.7508 2.4957 5.3885 0.08
H -1.9144 2.3081 4.0452 0.09
H -0.4371 3.3103 3.8217 0.07
H -0.3928 -0.1116 5.5677 0.10
H -0.0510 -1.0201 4.0296 0.08
H -1.6501 -0.2775 4.2596 0.09
H 1.6754 1.4625 5.0575 0.09
H 1.8169 2.2184 3.4349 0.08
H 1.9830 0.4312 3.6182 0.09
O 0.8418 -0.0814 -0.5352 -0.32
Si 1.7490 -1.1993 0.1460 0.47
C 3.2133 -0.3580 0.9899 -0.22
C 3.2457 1.0213 1.1793 -0.11
C 4.3421 1.6389 1.7732 -0.11
C 5.4298 0.8869 2.1720 -0.11
C 5.4202 -0.4842 1.9781 -0.09
C 4.3352 -1.1027 1.3621 -0.10
C 0.8584 -2.3167 1.4046 -0.22
C -0.5359 -2.3405 1.4568 -0.11
C -1.1992 -3.1686 2.3482 -0.09
C -0.4871 -4.0230 3.1851 -0.10
C 0.9060 -4.0269 3.1092 -0.10
C 1.5738 -3.1639 2.2461 -0.11
C 2.6067 -2.3963 -1.0410 -0.24
C 3.5051 -1.9089 -1.9910 -0.11
C 4.2351 -2.7741 -2.7771 -0.10
C 4.0562 -4.1565 -2.6655 -0.09
C 3.1173 -4.6412 -1.7573 -0.09
C 2.3864 -3.7667 -0.9645 -0.11
H 2.3705 1.6080 0.8874 0.09
H 4.3184 2.7250 1.9483 0.10
H 6.2938 1.3655 2.6346 0.10
H 6.2771 -1.0992 2.2654 0.10
H 4.3677 -2.1878 1.1851 0.10
H -1.1048 -1.6550 0.8076 0.05
H -2.2941 -3.1396 2.3968 0.11
H -1.0046 -4.6759 3.8962 0.10
H 1.4796 -4.7195 3.7406 0.10
H 2.6782 -3.1725 2.2337 0.10
H 3.5986 -0.8142 -2.1334 0.12
H 4.9517 -2.3567 -3.4831 0.10
H 4.6418 -4.8609 -3.2710 0.10
H 2.9726 -5.7197 -1.6843 0.10
H 1.5899 -4.1594 -0.3142 0.11
```

(2)
# C47H46LuN7O6S4

A molecular structure, C47H46LuN7O6S4 in a non-equilibrium geometry (ωB97M-V/def2-TZVPD, the Open Molecules 2025 dataset).

Calculated values
**Orbital gap**: 6.55 eV
**Relative energy (zero: lowest compared OMol25 entry of this formula, charge and spin)**: 65.8 kJ/mol
**E_tot**: -149167.323 eV
**Multiplicity**: 1

The geometry in XYZ format:
```
111
Properties=species:S:1:pos:R:3:lowdin_charge:R:1
Lu -5.1940 -12.0982 -20.2668 1.62
C -3.2145 -9.7424 -20.5570 -0.18
O -3.2219 -10.9899 -19.8091 -0.21
C -2.0840 -11.5554 -19.3342 -0.23
C -0.9115 -10.8655 -19.1616 -0.01
C 0.2109 -11.5441 -18.7026 -0.08
C 0.1186 -12.8893 -18.3814 -0.07
C -1.1060 -13.5545 -18.5444 -0.01
C -2.2185 -12.9138 -19.0741 -0.16
N -3.4773 -13.5382 -19.4001 -0.03
N -3.4066 -14.8145 -19.3945 0.10
C -4.3964 -15.6526 -19.7503 -0.13
C -5.6686 -15.2804 -20.2980 -0.45
O -5.9512 -14.0806 -20.5327 -0.36
C -6.6047 -16.3240 -20.5733 -0.03
C -6.2606 -17.6329 -20.4980 0.01
C -4.9369 -18.0412 -20.1013 -0.18
C -4.5978 -19.3988 -20.1119 -0.05
C -3.3474 -19.8135 -19.7239 -0.09
C -2.3822 -18.8407 -19.3887 -0.07
C -2.7163 -17.4982 -19.3762 -0.02
C -4.0056 -17.0543 -19.7286 -0.09
H -3.1416 -8.9467 -19.8241 0.13
H -5.0181 -8.9470 -21.0588 0.13
H -2.3696 -9.7810 -21.2335 0.14
H -0.8399 -9.8210 -19.3954 0.11
H 1.1312 -11.0060 -18.5646 0.10
H 0.9786 -13.4268 -18.0066 0.10
H -1.1753 -14.6036 -18.3231 0.09
H -7.5763 -15.9739 -20.8793 0.11
H -6.9623 -18.4193 -20.7438 0.11
H -5.3462 -20.1186 -20.4351 0.11
H -3.1089 -20.8698 -19.7339 0.10
H -1.3822 -19.1554 -19.1470 0.10
H -1.9533 -16.7783 -19.1497 0.09
S -7.5570 -13.6414 -18.1513 0.87
C -8.9486 -12.8045 -18.3876 -0.66
N -10.1117 -13.1289 -17.7711 -0.12
C -10.9202 -12.0444 -17.2266 -0.12
C -11.0851 -10.9798 -18.2673 -0.11
N -9.7955 -10.6023 -18.8478 -0.11
C -9.6956 -9.2024 -19.2825 -0.12
C -9.7849 -8.3132 -18.0694 -0.21
C -8.9977 -8.5927 -16.9617 -0.04
C -9.1023 -7.8451 -15.8037 -0.06
C -10.0039 -6.7908 -15.7263 -0.08
C -10.8155 -6.5047 -16.8185 -0.09
C -10.7091 -7.2578 -17.9799 -0.04
C -8.9443 -11.5610 -19.2401 -0.68
S -8.0681 -11.4109 -20.6521 0.75
C -10.3348 -14.4934 -17.2776 -0.13
C -10.6697 -15.3721 -18.4665 -0.21
C -11.8519 -15.0964 -19.1476 -0.05
C -12.2245 -15.8100 -20.2626 -0.08
C -11.4140 -16.8402 -20.7185 -0.09
C -10.2157 -17.1180 -20.0738 -0.08
C -9.8511 -16.3872 -18.9374 -0.04
H -10.4754 -11.6450 -16.3231 0.13
H -11.9039 -12.4381 -16.9608 0.13
H -11.5473 -10.1087 -17.8082 0.13
H -11.7490 -11.3548 -19.0536 0.14
H -10.4734 -8.9507 -20.0259 0.14
H -8.7231 -9.0584 -19.7601 0.10
H -8.2835 -9.3905 -17.0113 0.10
H -8.5017 -8.0777 -14.9493 0.09
H -10.1296 -6.2472 -14.8017 0.10
H -11.5219 -5.6888 -16.7490 0.10
H -11.3537 -7.0158 -18.8099 0.10
H -11.1626 -14.4776 -16.5808 0.12
H -9.4605 -14.8526 -16.7352 0.09
H -12.4788 -14.2945 -18.7742 0.11
H -13.1568 -15.5901 -20.7530 0.10
H -11.7175 -17.4127 -21.5972 0.11
H -9.5967 -17.9270 -20.4363 0.10
H -8.9325 -16.6306 -18.4496 0.10
C -6.5359 -12.6081 -12.9534 -0.06
C -6.1266 -11.8426 -14.1532 -0.29
C -6.3142 -10.4765 -14.1733 -0.04
C -5.9710 -9.7475 -15.3035 -0.08
C -5.4545 -10.4034 -16.3994 -0.33
C -5.2103 -11.7852 -16.3789 -0.10
C -5.5428 -12.4960 -15.2473 -0.04
S -5.2650 -9.5170 -17.9569 0.77
O -5.9176 -10.6190 -18.7926 -0.72
O -6.0397 -8.2677 -17.8336 -0.47
N -4.4430 -9.7392 -21.2969 -0.08
C -4.2428 -9.9061 -22.7334 -0.11
C -3.7461 -11.3321 -23.0659 -0.67
O -2.9812 -11.5007 -23.9834 0.07
O -4.1949 -12.1860 -22.2277 -0.23
H -7.0537 -11.9457 -12.2841 0.06
H -5.6681 -12.9856 -12.4159 0.09
H -7.1991 -13.4514 -13.1888 0.09
H -6.7636 -9.9766 -13.3341 0.11
H -6.1381 -8.6775 -15.3827 0.10
H -4.8195 -12.3370 -17.2367 0.08
H -5.4214 -13.5636 -15.2266 0.11
H -3.4973 -9.1900 -23.1195 0.13
H -5.1972 -9.7256 -23.2443 0.13
S -5.6615 -14.6373 -23.3092 0.79
C -5.5741 -15.6708 -24.5820 -0.87
N -4.6916 -16.7131 -24.7153 0.00
C -4.7072 -17.2502 -26.0751 -0.15
C -6.0808 -16.7782 -26.5918 -0.15
N -6.3724 -15.6829 -25.6766 0.00
H -3.8544 -16.7056 -24.1523 0.13
H -4.5957 -18.3412 -26.0688 0.11
H -3.8822 -16.8408 -26.6669 0.11
H -6.8399 -17.5664 -26.5177 0.11
H -6.0284 -16.4072 -27.6203 0.11
H -7.2210 -15.1492 -25.6786 0.13
```

(3)
# C47H46N7O3PRbS4

A molecular structure, C47H46N7O3PRbS4 in a non-equilibrium geometry (ωB97M-V/def2-TZVPD, the Open Molecules 2025 dataset).

Calculated values
**Orbital gap**: 5.10 eV
**Total charge**: -1
**Relative energy (zero: lowest compared OMol25 entry of this formula, charge and spin)**: 95.3 kJ/mol
**E_tot**: -119349.405 eV
**Multiplicity**: 1

The geometry in XYZ format:
```
109
Properties=species:S:1:pos:R:3:lowdin_charge:R:1
Rb -0.5017 -0.4443 0.4649 0.83
N -1.3922 2.0395 1.7065 0.04
C -0.8840 2.8709 2.7211 -0.31
C -1.7777 3.4356 3.6367 -0.04
C -1.3331 4.2845 4.6319 -0.10
C 0.0181 4.5987 4.7334 -0.11
C 0.9092 4.0342 3.8357 -0.09
C 0.4858 3.1705 2.8245 -0.30
P 1.6467 2.2798 1.7124 1.12
C 1.8716 3.5144 0.3565 -0.38
C 2.6035 3.0983 -0.7587 -0.12
C 2.8665 3.9708 -1.8061 -0.09
C 2.3924 5.2783 -1.7570 -0.11
C 1.6559 5.6995 -0.6590 -0.10
C 1.3957 4.8225 0.3900 -0.09
C 3.2553 2.5068 2.5850 -0.36
C 3.5526 1.5773 3.5875 -0.11
C 4.7336 1.6772 4.3119 -0.08
C 5.6376 2.6965 4.0401 -0.11
C 5.3549 3.6171 3.0400 -0.10
C 4.1706 3.5238 2.3165 -0.09
H -1.9491 1.2812 2.0952 0.07
H -0.6439 1.6274 1.1698 -0.11
H -2.8292 3.1820 3.5540 0.11
H -2.0432 4.7053 5.3349 0.10
H 0.3752 5.2565 5.5165 0.09
H 1.9663 4.2515 3.9336 0.10
H 2.9608 2.0739 -0.8163 0.06
H 3.4300 3.6216 -2.6641 0.10
H 2.5899 5.9628 -2.5740 0.09
H 1.2789 6.7155 -0.6182 0.10
H 0.8242 5.1597 1.2474 0.10
H 2.8655 0.7561 3.7680 0.04
H 4.9503 0.9462 5.0820 0.10
H 6.5638 2.7686 4.5993 0.09
H 6.0560 4.4146 2.8214 0.09
H 3.9643 4.2518 1.5425 0.10
O -1.5890 -2.3068 1.8502 -0.19
C -0.9312 -1.7657 2.7856 -0.81
O -0.9997 -0.5525 3.1052 -0.14
C 0.0261 -2.6869 3.5214 -0.18
C -0.5252 -3.7037 4.2979 -0.05
C 0.2693 -4.6179 4.9748 -0.13
C 1.6514 -4.5172 4.8520 -0.13
C 2.2101 -3.5239 4.0610 -0.14
C 1.4258 -2.5853 3.3643 -0.63
S 2.1880 -1.3766 2.3287 0.52
H -1.6063 -3.7713 4.3667 0.11
H -0.1799 -5.4017 5.5743 0.08
H 2.2968 -5.2189 5.3706 0.08
H 3.2869 -3.4544 3.9553 0.08
C -4.0302 1.6124 -1.2254 -0.07
C -3.6602 0.4721 -2.1213 -0.63
N -2.7304 -0.3893 -1.8690 0.08
C -2.6656 -1.3831 -2.8305 -0.32
C -3.5537 -1.2450 -3.8463 -0.37
S -4.5113 0.1511 -3.6001 1.03
C -1.6997 -2.4869 -2.6515 -0.33
C -1.4961 -3.5434 -3.4800 -0.36
S -0.3507 -4.6093 -2.7831 1.04
C -0.2012 -3.5591 -1.4063 -0.61
N -0.9440 -2.5050 -1.5036 0.02
C 0.6356 -3.8877 -0.2095 -0.05
H -3.2279 1.7782 -0.5074 0.06
H -4.9460 1.3766 -0.6795 0.08
H -4.1938 2.5269 -1.7945 0.07
H -3.6991 -1.8836 -4.7049 0.07
H -1.9650 -3.7620 -4.4279 0.07
H 1.0584 -4.8887 -0.2733 0.07
H 0.0071 -3.8086 0.6831 0.08
H 1.4484 -3.1692 -0.0709 0.05
N -0.3637 2.8164 -3.6009 0.06
C -1.0534 3.8629 -3.0246 -0.10
C -1.2657 3.4821 -1.7332 -0.17
N -0.7319 2.2323 -1.5099 0.06
C -0.1925 1.8672 -2.6445 -0.20
H -0.0273 2.7708 -4.5449 0.14
H -1.3013 4.7598 -3.5673 0.10
H -1.7630 4.0245 -0.9429 0.11
H 0.3340 0.9376 -2.8248 0.09
C 7.2317 -3.4086 0.8106 -0.11
C 6.3622 -2.4585 -0.0061 -0.24
C 4.9449 -2.4178 0.5517 -0.21
N 4.0498 -1.6028 -0.2766 0.03
C 3.5733 -1.7703 -1.4866 -0.80
S 2.8389 -0.5170 -2.3642 0.60
N 3.7087 -2.9820 -2.1910 0.10
C 3.7742 -4.3200 -1.8323 -0.40
O 3.8977 -4.7503 -0.7152 0.09
C 3.6293 -5.2595 -3.0086 -0.14
C 3.9056 -4.9042 -4.3225 -0.03
C 3.7121 -5.8205 -5.3479 -0.08
C 3.2379 -7.0923 -5.0632 -0.09
C 2.9712 -7.4536 -3.7492 -0.07
C 3.1745 -6.5413 -2.7253 -0.02
H 8.2504 -3.4514 0.4213 0.07
H 6.8174 -4.4195 0.7914 0.07
H 7.2823 -3.0909 1.8552 0.08
H 6.3327 -2.7887 -1.0499 0.10
H 6.7892 -1.4525 -0.0033 0.11
H 4.9124 -1.9619 1.5394 0.09
H 4.5476 -3.4170 0.6532 0.09
H 3.7526 -0.7292 0.1340 0.09
H 3.3821 -2.8271 -3.1321 0.07
H 4.2957 -3.9215 -4.5624 0.11
H 3.9304 -5.5367 -6.3695 0.10
H 3.0821 -7.8038 -5.8646 0.10
H 2.5979 -8.4438 -3.5213 0.10
H 2.9784 -6.7996 -1.6917 0.12
```

(4)
# C47H47BF4IIrN3OP2

A molecular structure, C47H47BF4IIrN3OP2 in a non-equilibrium geometry (ωB97M-V/def2-TZVPD, the Open Molecules 2025 dataset).

Calculated values
**Orbital gap**: 7.01 eV
**Total charge**: +1
**Relative energy (zero: lowest compared OMol25 entry of this formula, charge and spin)**: 101.1 kJ/mol
**E_tot**: -97088.027 eV
**Multiplicity**: 1

The geometry in XYZ format:
```
107
Properties=species:S:1:pos:R:3:lowdin_charge:R:1
Ir 0.1863 -0.3452 0.1587 0.92
C -3.8192 2.6158 2.8242 -0.01
C -3.8878 1.8548 4.1173 -0.21
C -4.2475 2.5030 5.2972 -0.03
C -4.3340 1.8202 6.4985 -0.07
C -4.0876 0.4552 6.5445 -0.07
C -3.7248 -0.2102 5.3875 -0.02
C -3.6099 0.4851 4.1876 -0.22
N -3.1928 -0.2295 3.0245 0.16
C -2.0207 -0.0103 2.3774 -0.37
N -1.1549 0.7829 3.0397 0.17
C -0.0945 1.5450 2.5584 -0.21
C 0.3448 1.4428 1.2419 -0.19
C 1.2418 2.3919 0.7647 -0.13
C 1.7890 3.3375 1.6117 -0.07
C 1.4445 3.3345 2.9585 -0.04
C 0.5036 2.4478 3.4538 -0.21
C 0.1218 2.4769 4.9106 -0.03
N -1.7264 -0.6574 1.2765 0.03
C -2.7725 -1.3388 0.5940 -0.27
C -3.7915 -0.5948 -0.0046 -0.01
C -4.8434 -1.2272 -0.6416 -0.05
C -4.8776 -2.6126 -0.7095 -0.07
C -3.8611 -3.3523 -0.1274 -0.04
C -2.8039 -2.7385 0.5345 -0.22
C -1.7508 -3.5604 1.2199 -0.04
H -4.5998 3.3743 2.8023 0.09
H -3.9395 1.9687 1.9584 0.07
H -2.8610 3.1289 2.7121 0.09
H -4.4726 3.5616 5.2673 0.12
H -4.6107 2.3492 7.3999 0.11
H -4.1752 -0.0863 7.4758 0.11
H -3.5277 -1.2746 5.4065 0.11
H -3.8325 -0.8799 2.5946 0.16
H -1.4834 1.0520 3.9563 0.12
H 1.5136 2.3846 -0.2800 0.08
H 2.4996 4.0638 1.2411 0.11
H 1.9005 4.0527 3.6282 0.11
H 0.8347 3.0902 5.4577 0.08
H 0.1394 1.4755 5.3481 0.08
H -0.8701 2.9118 5.0680 0.09
H -3.7197 0.4847 0.0047 0.11
H -5.6321 -0.6338 -1.0825 0.11
H -5.6903 -3.1122 -1.2188 0.11
H -3.8912 -4.4344 -0.1690 0.11
H -1.7369 -4.5779 0.8324 0.08
H -1.9477 -3.6069 2.2941 0.10
H -0.7676 -3.1106 1.0818 0.01
I 0.2140 -2.2071 -1.9008 1.26
C 0.3136 -4.1772 -1.0823 -0.55
C -0.4168 -5.0778 -1.8136 -0.16
C -0.3025 -6.4560 -1.5930 -0.05
C 0.5764 -6.8966 -0.6507 -0.01
C 1.3096 -5.9885 0.1457 -0.15
C 2.2166 -6.5150 1.0895 -0.01
C 2.9458 -5.6950 1.8960 -0.03
C 2.7253 -4.3162 1.8298 -0.08
C 1.8577 -3.7396 0.9257 -0.27
P 1.6558 -1.9319 1.2770 1.01
C 3.3364 -1.2869 1.0197 -0.38
C 4.3264 -1.9758 0.3309 -0.09
C 5.5949 -1.4242 0.2108 -0.07
C 5.8776 -0.1893 0.7730 -0.08
C 4.8755 0.5203 1.4248 -0.06
C 3.6085 -0.0194 1.5378 -0.11
C 1.5324 -1.8511 3.1085 -0.32
C 0.2681 -1.8671 3.6929 -0.09
C 0.1219 -1.7753 5.0676 -0.07
C 1.2395 -1.6653 5.8808 -0.06
C 2.5017 -1.6230 5.3070 -0.06
C 2.6497 -1.7146 3.9331 -0.09
C 1.1582 -4.5704 -0.0097 -0.20
H -1.0636 -4.7131 -2.5997 0.09
H -0.8752 -7.1473 -2.1941 0.12
H 0.7319 -7.9545 -0.4876 0.12
H 2.3326 -7.5891 1.1465 0.12
H 3.6703 -6.0855 2.5963 0.12
H 3.2615 -3.6792 2.5175 0.10
H 4.1148 -2.9453 -0.1014 0.11
H 6.3635 -1.9685 -0.3221 0.11
H 6.8759 0.2215 0.7002 0.11
H 5.0821 1.4972 1.8415 0.12
H 2.8196 0.5378 2.0303 0.10
H -0.6071 -1.9385 3.0635 0.06
H -0.8672 -1.7774 5.5077 0.10
H 1.1270 -1.6035 6.9546 0.11
H 3.3772 -1.5141 5.9323 0.11
H 3.6408 -1.6612 3.5046 0.11
F -1.3808 0.6061 -1.3383 -0.07
B -1.7693 2.0379 -1.4107 -1.25
F -0.5716 2.7447 -1.4627 0.12
F -2.4666 2.3037 -0.2343 0.13
F -2.5318 2.2061 -2.5335 0.17
C 4.1980 1.6975 -2.1694 -0.14
P 2.7953 0.5717 -2.4022 0.57
C 1.5840 1.3832 -3.4685 -0.14
C 3.4860 -0.8505 -3.3027 -0.17
O 2.2070 0.1731 -1.0787 -0.51
H 4.7406 1.8354 -3.1035 0.06
H 4.8588 1.2684 -1.4178 0.04
H 3.8320 2.6592 -1.8114 0.06
H 2.0440 1.7826 -4.3707 0.07
H 1.1045 2.1840 -2.9028 0.05
H 0.8135 0.6596 -3.7370 0.06
H 4.0129 -0.5229 -4.1979 0.06
H 2.6935 -1.5401 -3.5868 0.00
H 4.1821 -1.3634 -2.6394 0.05
```